Model P:
Computed, not measured: a molecular structure, C42H57Br2InN4O5Si, with ωB97M-V/def2-TZVPD.

HOMO (eV): -12.9
Lowest unoccupied orbital energy (hartree): -0.18475
Total charge: +2

Last column: Löwdin charge in e.
Element x y z (Å)
C: 0.31133 3.26090 -5.06211  -0.06
H: -5.20222 -3.18755 -1.07147  0.11
H: 2.04547 3.52058 2.06328  0.08
H: 6.12278 0.20447 0.71121  0.10
C: -1.47622 1.68276 -5.32869  -0.06
H: -6.73786 -5.54861 -4.31356  0.12
C: -1.39470 -1.09559 2.53146  -0.17
C: -4.86615 -4.62029 -4.72407  0.02
H: 4.27793 -0.14115 5.57433  0.08
H: 4.14310 3.17071 1.19021  0.07
C: 1.50280 -0.38737 -4.26904  -0.03
C: -5.95661 -4.90957 -3.92622  -0.05
H: -2.32792 -3.48134 -5.59136  0.17
H: 0.44224 1.15931 4.55039  0.07
H: 1.88149 4.34075 3.61350  0.10
C: 0.70789 2.01799 3.93449  -0.09
C: 2.82327 2.37465 5.24943  -0.07
C: 2.28147 1.42617 -2.29121  -0.07
H: 5.96490 1.12479 3.77387  0.08
C: 3.19374 -2.08638 2.89544  -0.10
C: -2.39931 2.36761 1.66248  -0.55
H: -1.58534 -2.51391 -0.26133  0.11
H: 2.32266 1.96695 -3.23702  0.09
H: -5.05542 2.65033 2.01765  0.14
H: -6.24721 0.17846 -1.30529  0.12
H: 5.38588 2.74373 3.35781  0.07
N: -3.19092 0.95798 -0.17888  0.04
N: -2.69780 -3.29586 -4.67413  0.22
O: 1.04925 0.71903 -2.17278  -0.22
C: -2.11136 -2.31623 0.67016  -0.16
H: -2.60220 -1.95091 -1.86876  0.10
C: -3.89914 -3.79455 -4.16906  -0.15
H: 5.36676 2.30005 0.27843  0.10
C: -1.72349 -3.30720 1.77103  -0.12
Br: 2.13352 -1.58324 -6.76310  0.81
C: -0.08489 -2.00522 -5.05700  -0.07
H: 1.09426 3.87424 -5.48854  0.12
C: 4.29822 -0.93962 4.82931  -0.07
H: 5.64877 -0.79007 2.07567  0.07
H: -1.22504 -4.18389 1.36328  0.12
H: 5.25157 -0.89612 4.30250  0.07
H: 0.21391 -2.49298 2.30299  0.10
C: -0.95928 2.55756 -3.15596  -0.29
H: -0.23699 2.37694 -6.93772  0.12
N: -1.21074 2.56982 -1.73351  0.09
H: 3.12419 0.73750 -2.20813  0.12
H: -6.94870 -4.65547 -2.04061  0.12
H: -3.83431 -0.18684 -1.76540  0.10
H: -0.73429 3.35041 -1.28834  0.12
H: 1.70945 -0.32206 5.48108  0.07
H: 4.20203 -2.22351 2.51247  0.07
C: 1.80711 -1.06475 4.69105  -0.08
C: -2.10525 -2.52174 -3.75313  -0.15
H: -0.81421 -2.83359 3.70949  0.13
H: 3.47949 3.87253 3.05399  0.07
H: 2.35632 3.23523 5.73559  0.10
H: -0.73163 -0.27026 2.77843  0.08
In: -0.85774 0.73166 -0.28100  0.65
O: -2.67370 3.02413 2.63632  0.12
C: -0.44331 2.42998 -5.87746  -0.06
O: -1.70763 -1.00043 1.12131  -0.25
H: -2.32283 -0.99184 3.10118  0.15
C: -0.85952 -1.80044 -3.89823  -0.06
H: -2.08285 1.04943 -5.96314  0.11
H: -6.89152 1.63012 0.62646  0.13
C: 0.74622 -0.18023 -3.14362  -0.21
C: 3.08707 -0.89653 3.86538  -0.61
O: -1.19349 2.14070 1.21530  -0.14
C: 0.05303 3.33003 -3.69937  -0.04
H: 2.93276 -2.99385 3.44668  0.10
H: 4.27057 -1.88862 5.37184  0.10
C: -4.01811 -3.28464 -2.88149  -0.15
C: 1.07939 -1.31168 -5.22968  -0.68
H: 2.41879 0.16053 -4.43538  0.11
H: -2.60564 -3.64100 2.31603  0.12
H: 2.30480 2.13181 -1.46726  0.08
H: -0.38578 -2.71848 -5.81185  0.11
C: 2.22299 2.23891 3.82785  -0.61
C: -5.85054 1.43935 0.40232  -0.01
H: 1.83829 -2.04540 5.17403  0.10
C: 2.43463 3.56243 3.08212  -0.08
C: 5.71692 1.78950 2.94471  -0.07
H: -2.54897 1.16983 -3.53660  0.11
H: 0.63728 3.98890 -3.06606  0.13
H: 4.55297 -0.60445 0.69502  0.08
C: -1.73783 1.74580 -3.96855  -0.04
C: -0.45051 -0.89606 -2.90595  -0.24
C: -4.85051 2.00640 1.17428  0.04
N: -2.88462 -2.50487 -2.66974  0.21
H: -2.20383 2.70809 -1.56540  0.11
C: -6.07747 -4.39717 -2.62656  -0.05
H: 2.63087 1.50515 5.87714  0.07
C: -5.49772 0.63028 -0.67038  -0.02
C: 4.43246 2.18454 0.83486  -0.10
C: -5.11150 -3.57621 -2.07705  0.00
H: 3.67269 1.82642 0.14633  0.01
C: -4.15654 0.41603 -0.92569  -0.10
O: -1.15773 -0.69132 -1.79971  -0.16
H: 3.90114 2.55766 5.23785  0.08
C: -0.80997 -2.48363 2.67941  -0.15
H: 6.64248 1.97710 2.39366  0.10
C: -3.53007 1.74332 0.84926  -0.16
H: -3.19156 -2.30253 0.49594  0.12
H: 0.91789 -1.02563 4.06851  0.05
H: 0.27409 2.90228 4.40881  0.11
Si: 3.17132 0.80486 3.03873  0.90
C: 5.27252 -0.08761 1.33292  -0.09
H: 0.24002 1.91718 2.95955  0.02
H: 2.51792 -2.00517 2.04496  0.02
Br: 1.44193 0.28876 0.84646  0.60
H: -4.77521 -5.01903 -5.72508  0.13
C: 4.68310 1.18005 1.96545  -0.62


Model Q:
Computed, not measured: a molecular structure, C42H57Br2InN4O5Si, with ωB97M-V/def2-TZVPD.

HOMO (eV): -12.4
Lowest unoccupied orbital energy (hartree): -0.20926
Total charge: +2

Last column: Löwdin charge in e.
Element x y z (Å)
C: -6.56270 -0.76502 -0.61289  -0.06
C: -2.91343 0.67907 3.86208  -0.05
C: 3.41225 1.87244 -0.23191  -0.18
H: -2.77451 -0.29212 1.35458  0.16
H: 4.70221 -1.76361 -3.21848  0.10
N: 2.91660 -0.98928 2.29497  0.06
C: 1.04000 -0.20177 -5.78091  -0.06
H: 0.54016 -4.74818 -2.96253  0.07
H: 2.66863 -2.48950 -1.04730  0.03
C: 0.63518 -0.01271 -4.30691  -0.62
C: -0.83123 0.44362 -4.25027  -0.09
H: 5.79890 -3.44190 2.98764  0.13
C: 3.67057 -3.15639 2.94180  0.04
C: 4.98700 -2.75361 2.79604  -0.01
H: -1.32276 -2.46795 -5.32308  0.07
H: -3.03331 4.83031 3.22842  0.11
C: 1.48353 1.11799 -3.70051  -0.11
C: -0.60940 -2.90584 -3.29092  -0.62
H: 2.17985 -4.24905 -4.34340  0.07
Si: 0.87819 -1.69729 -3.40597  1.02
H: -1.49179 -0.23241 -4.79312  0.08
C: -3.50055 3.29975 0.24795  -0.07
H: -0.14003 -3.78447 -5.25080  0.08
In: 0.85447 0.10034 1.78113  0.64
C: 4.18626 -0.59290 2.16225  -0.10
H: 2.76941 -2.93046 -5.36761  0.09
Br: -2.76743 1.90897 7.83271  0.79
H: -5.71775 0.81941 3.90223  0.17
C: -2.29583 1.41822 6.06422  -0.67
H: 0.43770 -0.96573 -6.27656  0.08
C: -2.81520 4.25173 2.34029  -0.06
H: 4.16711 3.01103 2.15174  0.14
H: -4.29424 1.01628 5.49315  0.11
O: 2.80306 1.87013 1.07411  -0.28
N: -3.72064 -0.12551 1.67931  0.23
C: -0.95423 1.44840 5.68425  -0.03
H: 2.09236 -0.47051 -5.88665  0.08
H: 2.25375 -4.03180 -1.80651  0.07
C: 1.72538 0.89800 4.94461  -0.02
N: -5.26399 0.48358 3.06976  0.22
H: 4.34721 0.43202 1.86059  0.10
H: -1.61857 -1.97903 -1.59388  0.03
C: -5.22429 -0.72121 -0.27084  0.01
C: -1.55880 0.68981 3.44971  -0.26
H: 0.76301 3.08697 1.23183  0.06
H: 0.25783 2.32678 -0.15265  0.07
H: 2.13603 4.44696 0.37050  0.11
C: -2.22728 2.78395 0.06368  -0.04
H: -1.17525 0.53903 -3.21890  0.07
C: -0.97818 -3.31677 -4.72964  -0.07
H: -4.44766 -1.01819 -0.96279  0.11
H: 3.70398 -0.80658 -4.30082  0.07
C: -4.92036 -0.28185 1.00957  -0.15
H: 0.88391 0.74041 -6.30973  0.10
H: -2.63036 -3.03825 -2.58243  0.10
H: -0.90983 1.42306 -4.72620  0.10
H: -0.21435 1.75012 6.41188  0.11
H: 3.88395 -3.80824 -4.31851  0.10
C: 3.15506 4.13220 0.60350  -0.13
C: -7.26181 0.06804 1.55851  0.01
H: -4.25905 3.13156 -0.50606  0.11
C: -7.56350 -0.37699 0.28550  -0.06
O: -1.21252 0.35051 2.24088  -0.16
N: 0.06682 2.47096 0.83194  0.09
C: 2.87144 -3.40693 -4.39000  -0.07
C: -1.23929 3.00864 1.01516  -0.30
H: 2.45153 3.28670 2.52573  0.12
H: -8.03300 0.36986 2.25398  0.12
H: 6.25758 -1.08979 2.27432  0.12
H: 3.59628 -0.56640 -2.53972  0.07
C: -1.53716 3.74944 2.15274  -0.03
C: -3.93776 0.34257 2.90859  -0.15
C: 2.65290 -2.41022 -3.23525  -0.62
H: -4.79042 4.44843 1.52273  0.11
C: 2.86971 -3.14062 -1.89852  -0.10
H: 3.38763 -4.15173 3.25104  0.13
H: -2.22772 -1.42335 -3.16341  0.06
H: 2.65828 0.74201 4.40780  0.09
H: 3.34843 3.63844 -1.52567  0.12
H: 1.25294 1.25001 -2.64314  0.01
H: 4.83598 3.47175 -0.59876  0.12
H: 4.30890 1.24647 -0.21822  0.12
C: 1.20796 -2.67809 2.82954  -0.57
O: 0.34060 -1.73625 2.66246  -0.09
C: 2.66218 -2.24138 2.67835  -0.17
C: 3.71713 -1.30711 -3.33230  -0.09
C: 3.75660 3.33480 -0.56427  -0.12
H: 1.24426 2.04649 -4.22291  0.10
O: 0.97580 -3.83535 3.09098  0.11
C: -0.59861 1.11058 4.40116  -0.19
H: 0.04346 -3.92071 -1.46707  0.08
Br: 0.60540 -0.57560 -0.62101  0.51
H: 1.84324 1.74734 5.61710  0.11
H: -1.13321 -4.80479 -2.43416  0.10
H: -0.76401 3.93629 2.89060  0.12
C: 5.24538 -1.44689 2.40030  -0.02
C: -0.24967 -4.16596 -2.48861  -0.08
H: 2.70077 1.43354 -0.93078  0.06
H: -1.79063 -4.04433 -4.68752  0.10
O: 0.71721 1.17271 3.95862  -0.16
H: 1.46877 0.00508 5.51573  0.12
H: 2.55133 0.94367 -3.81080  0.07
H: -6.85378 -1.11049 -1.59506  0.11
H: 3.91393 -3.45546 -1.84455  0.10
C: -5.91946 0.10730 1.90504  -0.15
C: 3.16391 3.10045 1.72025  -0.18
H: 3.73727 5.01577 0.85353  0.13
H: -8.59890 -0.43096 -0.01984  0.12
H: -1.99559 2.20731 -0.82655  0.11
C: -3.80062 4.03261 1.38762  -0.08
C: -3.26297 1.04945 5.16878  -0.06
C: -1.84355 -2.28186 -2.61659  -0.11


Name the least stable of them. model Q.


Model P:
Computed, not measured: 2 unconnected molecules or ions with the total composition C2H2Cl2O2, with ωB97M-V/def2-TZVPD.

HOMO (eV): -10.2
Lowest unoccupied orbital energy (hartree): -0.02854
Total charge: 0

Last column: Löwdin charge in e.
Element x y z (Å)
C: 0.43567 -1.40997 -0.37332  -0.37
H: -0.55284 -1.55622 1.77939  0.17
O: -0.59597 -1.54723 0.71855  -0.26
H: -0.12089 2.65513 -1.19354  0.12
Cl: 2.10964 -2.27584 -0.03327  0.34
Cl: 0.80880 1.12549 0.17042  0.82
O: -1.57883 1.33661 -0.48434  0.07
C: -0.50557 1.67203 -0.58389  -0.89


Model Q:
Computed, not measured: C2H2Cl2O2 in the gas phase, with ωB97M-V/def2-TZVPD.

HOMO (eV): -9.9
Lowest unoccupied orbital energy (hartree): 0.01258
Total charge: 0
Structure (SMILES): Cl[C@@H]1OO[C@H]1Cl

Last column: Löwdin charge in e.
Element x y z (Å)
Cl: 1.89505 -0.58874 1.00957  0.75
H: 0.39619 -1.59626 -0.52400  0.15
H: -0.40611 0.98901 1.12820  0.06
Cl: -2.22608 -0.13722 0.54256  0.62
O: -0.37918 1.09598 -0.97998  -0.12
C: 0.53171 -0.56840 0.02642  -0.61
C: -0.55181 0.45875 0.24566  -0.75
O: 0.74023 0.34687 -1.44843  -0.11


Model R:
Computed, not measured: C2H2Cl2O2 in the gas phase, with ωB97M-V/def2-TZVPD.

HOMO (spin up / spin down) (eV): -8.7 / -10.6
Lowest unoccupied orbital energy (spin up / spin down) (hartree): -0.03045 / -0.02360
Total charge: 0

Last column: Löwdin charge in e.
Element x y z (Å)
O: -0.57468 -0.75916 -1.36349  -0.18
H: 0.27381 -0.68396 0.45326  0.08
H: 0.05310 0.87223 -0.32749  0.14
Cl: -2.77558 -1.19591 0.93756  0.59
C: -1.76152 0.07004 0.18952  -1.03
O: -0.23282 -2.02732 -1.41780  0.00
C: -0.33772 -0.17290 -0.12439  -0.28
Cl: -2.52639 1.28624 -0.73442  0.68


Name the least stable of them. model R.